C37H58ClN4OPPdSi3 | ωB97M-V/def2-TZVPD

Structure (XYZ):
```
106
Properties=species:S:1:pos:R:3:forces:R:3
Pd -0.0470 1.4323 0.1403 -0.1 -0.4 0.5
C -1.6360 1.4566 4.1540 0.1 0.0 0.1
O -1.2466 1.6219 2.8246 0.0 0.0 -0.2
Si -2.1249 2.6111 1.7266 -0.2 0.3 0.1
C -3.8802 1.8878 1.8115 0.1 0.0 0.0
C -2.2519 4.2268 2.7377 -0.1 -0.1 -0.1
C -1.6147 2.9771 0.0329 0.6 -0.7 0.1
Si -2.2601 1.9568 -1.3506 -0.4 0.3 -0.1
C -1.3937 2.1699 -3.0240 0.1 -0.1 0.1
C -4.0120 2.6416 -1.8128 0.1 0.0 0.0
C -2.7000 0.1069 -1.2043 0.1 0.0 0.1
Si -0.0948 4.0082 -0.1645 -0.2 0.4 0.1
C -0.7474 5.8164 -0.4373 0.0 -0.1 -0.1
C 1.0926 3.9255 -1.6573 0.0 -0.1 0.0
C 0.9892 4.3243 1.3933 0.0 0.0 0.0
H -1.4275 2.3481 4.7611 0.0 0.0 0.0
H -1.0758 0.6171 4.5821 0.0 0.0 0.0
H -2.7039 1.2259 4.2602 0.0 0.0 0.0
H -4.2814 1.9291 2.8278 0.0 0.0 0.1
H -3.9142 0.8514 1.4737 0.0 0.0 0.0
H -4.5423 2.4693 1.1702 0.0 0.1 0.0
H -2.7380 4.0759 3.7063 0.0 0.0 0.1
H -2.8417 4.9508 2.1713 0.0 0.0 0.0
H -1.2723 4.6693 2.9182 0.1 0.0 0.0
H -1.2885 3.2269 -3.2741 0.0 0.1 0.0
H -2.0320 1.7095 -3.7852 0.0 0.0 -0.1
H -0.4086 1.7032 -3.0748 0.0 0.0 0.0
H -3.9462 3.7156 -2.0090 0.0 0.1 0.0
H -4.7215 2.4967 -0.9959 0.0 0.0 0.1
H -4.4270 2.1527 -2.7006 0.0 0.0 -0.1
H -1.9095 -0.4663 -0.7171 0.0 0.0 0.0
H -2.8559 -0.2826 -2.2173 0.0 0.0 0.0
H -3.6295 -0.0399 -0.6486 -0.1 0.0 0.1
H -1.3937 5.8511 -1.3202 0.0 0.0 0.0
H 0.0524 6.5545 -0.5673 0.1 0.0 0.0
H -1.3527 6.1139 0.4235 0.0 0.0 0.0
H 0.5879 4.2306 -2.5749 0.0 0.0 -0.1
H 1.5282 2.9389 -1.8269 0.0 0.0 0.0
H 1.9000 4.6427 -1.4718 0.0 0.0 0.0
H 0.8245 5.3348 1.7784 0.0 0.1 0.0
H 2.0483 4.2351 1.1343 0.0 0.0 0.0
H 0.7906 3.6135 2.1964 0.0 0.0 0.0
Cl 5.8584 2.6545 0.9393 0.0 0.0 0.0
C 4.3715 1.9857 1.5714 0.0 0.0 0.0
C 4.2662 1.6780 2.9148 0.0 0.0 0.0
C 3.0694 1.1403 3.3644 0.0 0.0 0.0
C 2.0401 0.9414 2.4545 0.0 0.0 0.0
N 2.1586 1.2635 1.1703 0.0 0.1 -0.2
C 3.2974 1.7714 0.7210 0.0 0.0 0.1
H 5.0988 1.8557 3.5828 0.0 0.0 0.0
H 2.9309 0.8797 4.4057 0.0 0.0 0.0
H 1.0790 0.5193 2.7271 0.0 0.0 0.0
H 3.3457 2.0043 -0.3367 0.0 0.0 0.0
C 3.1021 0.6834 -4.4011 0.0 0.0 0.0
C 2.4898 -0.6546 -3.9981 0.0 0.0 0.0
C 1.8527 -1.3251 -5.2128 0.0 0.0 0.0
C 3.5698 -1.5719 -3.4072 0.0 0.0 0.0
N 1.4018 -0.3973 -3.0534 0.0 0.0 0.0
N 1.8880 0.0953 -1.7996 0.0 -0.3 0.1
H 3.9337 0.5315 -5.0948 0.0 0.0 0.0
H 3.4627 1.2067 -3.5168 0.0 0.0 0.0
H 2.3480 1.3114 -4.8770 0.0 0.0 0.0
H 2.5820 -1.4412 -6.0175 0.0 0.0 0.0
H 1.0196 -0.7196 -5.5714 0.0 0.0 0.0
H 1.4723 -2.3169 -4.9547 0.0 0.0 0.0
H 4.3210 -1.8329 -4.1579 0.0 0.0 0.0
H 3.1200 -2.4960 -3.0339 0.0 0.0 0.0
H 4.0735 -1.0767 -2.5774 0.0 0.0 0.0
H 0.8815 -1.2614 -2.9038 0.0 0.0 0.0
H 1.0667 0.4826 -1.3029 0.2 0.2 -0.4
H 2.0896 -0.6968 -1.1831 0.0 0.1 0.0
N 0.3454 -0.9590 0.6495 0.1 0.1 -0.2
P -0.0878 -2.4019 0.7657 0.0 0.1 0.1
C -1.7791 -2.7153 1.4435 -0.1 0.0 0.0
C -2.5527 -3.8556 1.2511 0.0 -0.1 0.0
C -3.8213 -3.9555 1.8098 0.0 0.0 0.0
C -4.3283 -2.9091 2.5662 0.0 0.0 0.0
C -3.5697 -1.7589 2.7498 -0.1 0.0 0.0
C -2.3077 -1.6593 2.1852 0.1 0.1 -0.1
C -0.1003 -3.4578 -0.7601 0.0 0.0 0.0
C 0.9248 -4.3455 -1.0753 0.0 0.0 0.0
C 0.9698 -4.9769 -2.3130 0.0 0.0 0.0
C -0.0163 -4.7286 -3.2564 0.0 0.0 0.0
C -1.0430 -3.8397 -2.9574 0.0 0.0 0.0
C -1.0794 -3.2083 -1.7243 0.0 0.0 0.0
C 0.9385 -3.4535 1.9089 0.0 -0.1 0.0
C 0.6103 -4.7333 2.3469 0.0 0.0 0.0
C 1.4416 -5.4207 3.2207 0.0 0.0 0.0
C 2.6163 -4.8293 3.6691 0.0 0.0 0.0
C 2.9496 -3.5510 3.2411 0.1 0.0 0.0
C 2.1129 -2.8693 2.3686 0.0 0.0 0.0
H -2.1712 -4.6723 0.6471 0.0 0.0 0.0
H -4.4177 -4.8457 1.6426 0.0 0.0 0.0
H -5.3219 -2.9797 2.9938 0.0 0.0 0.0
H -3.9735 -0.9243 3.3100 0.0 0.0 0.0
H -1.7250 -0.7423 2.2623 0.0 0.0 0.0
H 1.7048 -4.5399 -0.3480 0.0 0.0 0.0
H 1.7821 -5.6577 -2.5420 0.0 0.0 0.0
H 0.0202 -5.2134 -4.2253 0.0 0.0 0.0
H -1.8106 -3.6265 -3.6923 0.0 0.0 0.0
H -1.8662 -2.4934 -1.5085 0.0 0.0 0.0
H -0.3085 -5.1977 2.0066 0.0 0.0 0.0
H 1.1720 -6.4161 3.5562 0.0 0.0 0.0
H 3.2652 -5.3619 4.3546 0.0 0.0 0.0
H 3.8623 -3.0816 3.5910 0.0 0.0 0.0
H 2.3315 -1.8641 2.0211 0.0 0.0 0.0
```
Positions in Å, forces in eV/Å.

Calculated values
Gap between HOMO and LUMO: 4.69 eV
HOMO: -0.51 eV
Multiplicity: 1
Total charge: -2
ΔE to the lowest compared entry with this formula, charge and spin: 1.445 eV

Mulliken atomic charge list, values in e, 99 entries:
1. Pd 0.43
2. C -1.19
3. O -0.03
4. Si 0.91
5. C -1.13
6. C -1.50
7. C -0.61
8. Si 0.57
9. C -0.94
10. C -1.48
11. C -0.01
12. Si 1.25
13. C -1.54
14. C -1.02
15. C -1.19
16. H 0.29
17. H 0.27
18. H 0.32
19. H 0.36
20. H 0.10
21. H 0.33
22. H 0.34
23. H 0.27
24. H 0.34
25. H 0.15
26. H 0.34
27. H 0.07
28. H 0.23
29. H 0.33
30. H 0.32
31. H -0.90
32. H 0.45
33. H 0.44
34. H 0.28
35. H 0.33
36. H 0.30
37. H 0.30
38. H -0.08
39. H 0.41
40. H 0.43
41. H 0.38
42. H 0.08
43. Cl -0.30
44. C 0.07
45. C -0.45
46. C -1.17
47. C -0.62
48. N 1.56
49. C -0.76
50. H 0.42
51. H 0.46
52. H 0.43
53. H 0.24
54. C -1.82
55. C 1.90
56. C -1.68
57. C -1.68
58. N 0.15
59. N 1.16
60. H 0.49
61. H 0.22
62. H 0.34
63. H 0.42
64. H 0.38
65. H 0.29
66. H 0.48
67. H 0.25
68. H 0.33
69. H -0.17
70. H -0.81
71. H 0.14
72. N 0.26
73. P 0.19
74. C 0.62
75. C -0.41
76. C -0.81
77. C -0.63
78. C -0.20
79. C -0.29
80. C 0.40
81. C -0.69
82. C -0.67
83. C -0.45
84. C -0.71
85. C -0.18
86. C -0.08
87. C -0.21
88. C -0.71
89. C -0.39
90. C -0.62
91. C -0.49
92. H 0.34
93. H 0.37
94. H 0.37
95. H 0.31
96. H -0.03
97. H 0.36
98. H 0.36
99. H 0.37

---

C5H11O4 | ωB97M-V/def2-TZVPD

Structure (XYZ):
```
20
Properties=species:S:1:pos:R:3:forces:R:3
C 2.4159 -0.6316 -0.0942 1.2 1.5 -1.0
H 2.3504 -1.2580 -1.0033 -0.2 0.5 1.1
H 1.7638 0.2475 0.0584 0.3 -1.1 -0.2
H 2.9910 -0.9561 0.7864 -0.6 0.0 -0.8
O 0.9293 -1.8096 0.6646 -1.0 -0.4 0.1
C -0.2567 -2.0599 0.1217 1.1 -0.1 0.4
C -0.9388 -1.1332 -0.8256 0.0 0.1 0.0
O -1.8328 -0.1750 -0.2343 -0.1 -0.1 -0.4
C -1.1965 0.9362 0.3552 0.3 -0.1 0.3
C -2.2298 1.9437 0.8536 -0.9 -0.4 1.0
O -3.0283 1.4998 1.8717 0.4 0.4 -0.5
H -0.8922 -2.7707 0.6771 0.0 0.2 -0.2
H -0.1923 -0.5858 -1.4331 -0.1 -0.1 0.1
H -1.5780 -1.7139 -1.5082 0.0 0.1 0.1
H -0.5306 1.4209 -0.3897 0.0 0.0 -0.1
H -0.5657 0.6130 1.2051 -0.2 0.0 -0.2
H -1.6313 2.8496 1.1356 0.2 0.2 -0.1
H -2.8131 2.2608 -0.0489 0.0 0.0 -0.2
O 3.8085 0.3597 -0.7386 -1.1 0.7 -1.0
H 3.4272 0.9624 -1.4533 0.6 -1.3 1.5
```
Positions in Å, forces in eV/Å.

Calculated values
Gap between HOMO and LUMO (spin up / spin down): 4.58 / 5.61 eV
HOMO (spin up / spin down): 1.59 / 0.54 eV
Multiplicity: 2
Total charge: -2
Expectation value of S²: 0.754

Calculated atomic charges, method Mulliken, unit e:
1. C -0.24
2. H 0.20
3. H 0.17
4. H 0.16
5. O -0.48
6. C -0.60
7. C -0.37
8. O -0.21
9. C -0.15
10. C -0.58
11. O -0.95
12. H 0.29
13. H 0.35
14. H 0.22
15. H 0.18
16. H 0.15
17. H 0.23
18. H 0.16
19. O -0.75
20. H 0.21

---

C4H7N3 | ωB97M-V/def2-TZVPD

Structure (XYZ):
```
14
Properties=species:S:1:pos:R:3:forces:R:3
C 2.0160 0.3713 0.2425 -1.4 0.1 -0.2
C -0.8896 1.3851 -0.6300 1.0 -0.1 -1.5
C -0.8706 1.0919 0.9011 -1.0 0.4 -0.2
C -0.2260 0.1867 -0.0393 1.4 -1.1 -2.5
N 3.1717 0.3842 0.3416 -0.3 0.0 0.0
N 0.0526 -2.0827 0.3218 -0.1 -2.7 0.3
N -0.3062 -1.0723 -0.5627 -0.7 1.1 2.4
H -1.6355 1.2937 -1.5445 1.3 0.0 2.6
H -0.1246 2.1542 -0.7248 -0.5 0.1 -0.8
H -0.1870 1.8584 1.3039 -0.6 -0.9 0.4
H -1.7937 0.8339 1.4298 0.6 -0.1 0.0
H -0.1999 -3.0674 -0.0291 0.3 2.3 0.5
H 1.0629 -2.0763 0.5005 -0.1 0.3 -0.2
H -0.0701 -1.2607 -1.5108 0.2 0.7 -0.8
```
Positions in Å, forces in eV/Å.

Calculated values
Gap between HOMO and LUMO: 9.70 eV
HOMO: -9.55 eV
Multiplicity: 1
ΔE to the lowest compared entry with this formula, charge and spin: 5.091 eV

Calculated atomic charges, method Mulliken, unit e:
1. C -0.10
2. C -0.65
3. C -0.55
4. C 0.47
5. N -0.46
6. N -0.60
7. N 0.04
8. H 0.29
9. H 0.27
10. H 0.26
11. H 0.28
12. H 0.27
13. H 0.25
14. H 0.24

---

C5H13N2Si | ωB97M-V/def2-TZVPD

Structure (XYZ):
```
21
Properties=species:S:1:pos:R:3:forces:R:3
C 4.4900 -0.4101 -1.3188 -1.9 1.8 -0.7
C -1.3240 1.3598 -0.8001 1.4 0.6 3.5
C -3.2313 0.3717 1.6117 0.1 -1.7 0.5
C -1.9716 -1.8119 -0.4342 3.4 0.9 0.7
C 3.9454 -0.1933 0.0542 1.1 0.2 -0.2
N 1.6266 -0.4746 0.5631 -1.9 -0.2 0.2
N 2.7171 -0.3311 0.3228 0.7 0.0 -0.2
Si -2.1417 -0.0403 0.1037 -1.2 0.1 0.6
H 3.8579 -1.1187 -1.7908 -0.3 -1.1 -0.6
H 5.4939 -0.7060 -1.3380 1.3 -0.5 0.1
H 4.3622 0.4866 -1.9837 0.4 -0.4 0.7
H -1.9300 2.0000 -1.3810 -0.9 0.3 -1.1
H -1.0223 2.1260 0.0702 -0.5 -1.7 -1.5
H -0.3821 1.0587 -1.2563 -0.2 0.0 -0.3
H -2.5621 0.5195 2.4947 -0.2 -0.1 -0.6
H -3.7969 1.2780 1.5333 -0.1 0.7 -0.4
H -3.9932 -0.4262 1.9427 1.4 0.9 -0.8
H -0.9217 -1.7889 -0.9798 -2.3 -0.4 0.5
H -1.8062 -2.4849 0.4345 -0.2 0.5 -0.3
H -2.7978 -2.2015 -0.9841 -0.5 -0.1 -0.8
H 4.5528 0.0948 0.8782 0.3 0.2 0.5
```
Positions in Å, forces in eV/Å.

Calculated values
Gap between HOMO and LUMO: 5.82 eV
HOMO: -11.02 eV
Multiplicity: 1
Total charge: +1
ΔE to the lowest compared entry with this formula, charge and spin: 2.518 eV

Calculated atomic charges, method Mulliken, unit e:
1. C -1.02
2. C -0.91
3. C -0.99
4. C -0.89
5. C -0.01
6. N -0.85
7. N 0.60
8. Si 0.62
9. H 0.29
10. H 0.32
11. H 0.24
12. H 0.42
13. H 0.31
14. H 0.33
15. H 0.36
16. H 0.38
17. H 0.34
18. H 0.28
19. H 0.35
20. H 0.40
21. H 0.43